DFT (the ωB97M-V functional and the def2-TZVPD basis) results for a structure of composition C4H8NO2 at a distorted geometry.

The HOMO-LUMO gap is 7.616 eV. The highest occupied orbital energy comes out at -4.08 eV. The energy above the lowest of the compared OMol25 structures with the same formula, charge and spin is 437.8 kJ/mol.

The geometry in ORCA input format:
```
! wB97M-V def2-TZVPD RIJCOSX def2/J DEFGRID3
* xyz -1 1
C -0.499 -0.443 -0.838
C -1.293 0.745 -0.285
C -0.509 1.642 0.732
N -2.323 1.300 -0.886
C 1.910 -2.105 0.524
O 1.798 -3.030 -0.303
O 2.333 -0.924 0.453
H -0.449 -1.132 0.006
H 0.518 -0.100 -1.032
H -0.922 -0.949 -1.689
H -1.129 1.700 -1.246
H -0.521 1.265 1.754
H 0.516 1.909 0.479
H -1.132 2.545 0.743
H 1.702 -2.423 1.589
*
```

DFT (the ωB97M-V functional and the def2-TZVPD basis) results for the molecule C8H6O at a distorted geometry.

The HOMO-LUMO gap is 8.554 eV. The highest occupied orbital energy comes out at -9.38 eV. The energy above the lowest of the compared OMol25 structures with the same formula, charge and spin is 661.8 kJ/mol.

The geometry in ORCA input format:
```
! wB97M-V def2-TZVPD RIJCOSX def2/J DEFGRID3
* xyz 0 1
C -2.331 -1.083 -0.130
C -3.284 -0.297 0.433
C -0.817 1.019 -0.405
C -1.596 2.000 -0.281
C 0.113 -0.177 -0.608
C -1.237 -0.423 -0.362
C 2.304 0.222 0.073
C 1.075 -0.556 0.436
O -4.309 0.120 0.641
H 0.552 -0.286 -1.618
H 3.025 -0.420 -0.422
H 2.739 0.748 0.897
H 1.973 0.973 -0.581
H 0.692 -0.185 1.399
H 1.101 -1.654 0.527
*
```

Asked for electronic energy across the records above, the calculation gives -362.357475 -383.384734 Ha in order.